[1]
This record from OMol25 describes a molecular structure, C45H43Cl4CsN11O2. The level of theory is ωB97M-V/def2-TZVPD.

The HOMO energy comes out at -4.007 eV. As for the energy above the lowest of the compared OMol25 structures with the same formula, charge and spin: 0.3180 eV. The largest force on an atom comes out at 0.58 eV Å⁻¹. The total charge is -1. For the gap between HOMO and LUMO, the calculation gives 5.91 eV.

Atoms and positions in Å:
1 Cs 0.2015 1.8694 0.2618
2 C -2.4781 -1.4943 -3.2459
3 C -3.1721 -1.6514 -2.0513
4 C -3.3072 -0.5917 -1.1696
5 C -2.7534 0.6605 -1.4596
6 C -2.0597 0.8070 -2.6677
7 C -1.9227 -0.2579 -3.5466
8 N -2.7648 1.6718 -0.4995
9 C -3.4725 2.7612 -0.6615
10 C -4.4426 2.9468 -1.7238
11 C -5.2388 4.0442 -1.7823
12 C -5.1533 5.0893 -0.8200
13 C -4.2323 4.9831 0.1774
14 C -3.3646 3.8663 0.2754
15 N -2.3809 3.7799 1.2162
16 N -2.3716 4.6478 2.1437
17 C -1.2837 4.5194 3.0252
18 C -1.4216 5.1475 4.2701
19 C -0.3903 5.0692 5.1790
20 C 0.7706 4.3866 4.8263
21 C 0.8186 3.8058 3.5730
22 N -0.1765 3.8576 2.6875
23 H -2.3583 -2.3297 -3.9252
24 H -3.5896 -2.6174 -1.7927
25 H -3.8147 -0.7194 -0.2210
26 H -1.5987 1.7619 -2.8945
27 H -1.3606 -0.1216 -4.4634
28 H -4.5382 2.1639 -2.4648
29 H -5.9620 4.1257 -2.5872
30 H -5.7955 5.9569 -0.8973
31 H -4.1146 5.7657 0.9151
32 H -2.3467 5.6623 4.4892
33 H -0.4852 5.5286 6.1553
34 H 1.6089 4.2974 5.5038
35 H 1.7001 3.2517 3.2616
36 N -2.6785 1.3488 3.1338
37 C -2.3633 1.6349 4.4360
38 C -3.2478 2.1860 5.3388
39 C -2.8679 2.4205 6.6726
40 C -1.6172 2.1106 7.1302
41 C -0.6791 1.5426 6.2345
42 C 0.6411 1.2004 6.6069
43 C 1.4915 0.6689 5.6819
44 C 1.0284 0.4801 4.3609
45 N -0.1813 0.7890 3.9779
46 C -1.0405 1.3065 4.8921
47 H -3.3948 1.9166 2.7085
48 H -1.8548 1.2720 2.5547
49 H -4.2445 2.4508 5.0070
50 H -3.5919 2.8613 7.3478
51 H -1.3312 2.2926 8.1590
52 H 0.9610 1.3690 7.6294
53 H 2.5075 0.3978 5.9382
54 H 1.6894 0.0751 3.6012
55 Cl 5.6286 3.5341 0.3190
56 C 5.4052 2.0989 1.3116
57 Cl 5.7667 2.5066 3.0165
58 Cl 6.4663 0.7889 0.7973
59 C 4.0039 1.6617 1.2860
60 N 2.9114 1.3729 1.4830
61 C 4.1013 -4.8085 -1.0870
62 C 2.9752 -3.7592 -1.0545
63 C 2.4079 -3.7471 0.3762
64 C 3.6158 -2.3980 -1.3525
65 C 1.8717 -4.1253 -2.1056
66 O 1.1927 -5.3284 -1.7299
67 C 2.4992 -4.3461 -3.4975
68 C 1.5124 -4.5974 -4.6425
69 C 0.8989 -3.3814 -5.3030
70 C 1.6321 -2.2259 -5.5597
71 C 1.0595 -1.1327 -6.1916
72 C -0.2643 -1.1995 -6.5892
73 Cl -0.9945 0.1674 -7.3822
74 C -1.0212 -2.3322 -6.3483
75 C -0.4332 -3.4100 -5.7039
76 C 0.7585 -3.0814 -2.2639
77 N 0.1558 -2.5629 -1.0579
78 C 0.3406 -1.3386 -0.5575
79 N -0.3524 -1.1873 0.5558
80 C -0.9662 -2.3934 0.6799
81 N -0.6925 -3.2597 -0.2716
82 H 4.8166 -4.5762 -0.2968
83 H 4.6485 -4.8106 -2.0296
84 H 3.7425 -5.8253 -0.8942
85 H 3.2376 -3.7954 1.0851
86 H 1.7485 -4.5952 0.5564
87 H 1.8510 -2.8380 0.5994
88 H 4.3297 -2.1537 -0.5625
89 H 2.8988 -1.5823 -1.3934
90 H 4.1691 -2.3953 -2.2938
91 H 1.8564 -5.9958 -1.5254
92 H 3.1384 -5.2276 -3.4226
93 H 3.1583 -3.5112 -3.7407
94 H 0.7143 -5.2525 -4.2856
95 H 2.0404 -5.1626 -5.4172
96 H 2.6666 -2.1537 -5.2489
97 H 1.6308 -0.2306 -6.3599
98 H -2.0612 -2.3599 -6.6436
99 H -1.0309 -4.2905 -5.4955
100 H -0.0364 -3.5302 -2.8583
101 H 1.1352 -2.2151 -2.8082
102 H 0.9902 -0.6119 -1.0379
103 H -1.6425 -2.6290 1.4857
104 O 4.3333 1.1946 -1.3387
105 C 3.1716 1.0892 -1.6874
106 N 2.0388 0.9762 -2.0115

Forces on the atoms, in the same order (eV/Å):
Cs -0.5 0.3 0.0
C 0.0 0.0 0.0
C 0.0 0.0 0.0
C 0.0 0.0 0.0
C 0.1 0.0 0.0
C 0.0 0.0 0.0
C 0.0 0.0 0.0
N 0.0 0.0 0.1
C 0.0 0.0 0.0
C 0.0 0.0 0.0
C 0.0 0.0 0.0
C 0.0 0.0 0.0
C 0.0 0.0 0.0
C 0.0 0.0 0.0
N 0.0 0.0 0.0
N 0.0 0.0 0.0
C 0.0 0.0 0.0
C 0.0 0.0 0.0
C 0.0 0.0 0.0
C 0.0 0.0 0.0
C 0.0 0.0 0.0
N 0.1 0.1 0.0
H 0.0 0.0 0.0
H 0.0 0.0 0.0
H 0.0 0.0 0.0
H 0.0 0.0 0.0
H 0.0 0.0 0.1
H 0.0 0.0 0.0
H 0.0 0.0 0.0
H 0.0 0.0 0.0
H 0.0 0.0 0.0
H 0.0 0.0 0.0
H 0.0 0.0 0.0
H 0.0 0.0 0.0
H 0.0 0.0 0.0
N 0.1 0.1 0.1
C 0.0 0.0 0.0
C 0.0 0.0 0.0
C 0.0 0.0 0.0
C 0.0 0.0 0.0
C 0.0 0.0 0.0
C 0.0 0.0 0.0
C 0.0 0.0 0.0
C 0.0 0.0 0.0
N 0.0 0.0 0.0
C 0.0 0.0 0.0
H 0.0 0.0 0.0
H -0.1 -0.2 -0.2
H 0.0 0.0 0.0
H 0.0 0.0 0.0
H 0.0 0.0 0.0
H 0.0 0.0 0.0
H 0.0 0.0 0.0
H 0.0 0.0 0.0
Cl 0.0 0.0 0.0
C 0.0 -0.1 0.0
Cl 0.0 0.0 0.0
Cl 0.0 0.0 0.0
C 0.0 0.1 0.1
N 0.3 -0.1 0.1
C 0.0 0.0 0.0
C 0.0 0.0 0.0
C 0.0 0.0 0.0
C 0.0 0.0 0.0
C 0.0 0.0 0.0
O 0.0 0.0 0.0
C 0.0 0.0 0.0
C 0.0 0.0 0.0
C 0.0 0.0 0.0
C 0.0 0.0 0.0
C 0.0 0.0 0.0
C 0.0 0.0 0.0
Cl 0.0 0.0 0.0
C 0.0 0.0 0.0
C 0.0 0.0 0.0
C 0.0 0.0 0.0
N 0.0 0.0 0.0
C 0.0 0.1 0.0
N 0.0 -0.2 0.0
C 0.0 0.0 0.0
N 0.0 0.0 0.0
H 0.0 0.0 0.0
H 0.0 0.0 0.0
H 0.0 0.0 0.0
H 0.0 0.0 0.0
H 0.0 0.0 0.0
H 0.1 -0.1 0.0
H 0.0 0.0 0.0
H -0.1 0.1 0.0
H 0.0 0.0 0.0
H 0.0 0.0 0.0
H 0.0 0.0 0.0
H 0.0 0.0 0.0
H 0.0 0.0 0.0
H 0.0 0.0 0.0
H 0.0 0.0 0.0
H 0.0 0.0 0.0
H 0.0 0.0 0.0
H 0.0 0.0 0.0
H 0.0 0.0 0.0
H 0.0 0.0 0.0
H -0.1 0.0 -0.1
H 0.0 0.0 0.0
O 0.0 0.0 0.0
C 0.1 0.0 0.0
N 0.1 -0.1 0.0

Löwdin atomic charge list, values in e, 99 entries:
1 Cs 0.935
2 C -0.111
3 C -0.103
4 C -0.041
5 C -0.354
6 C -0.045
7 C -0.078
8 N -0.002
9 C -0.263
10 C -0.027
11 C -0.108
12 C -0.128
13 C -0.056
14 C -0.233
15 N 0.013
16 N 0.037
17 C -0.345
18 C -0.029
19 C -0.081
20 C -0.083
21 C -0.173
22 N 0.051
23 H 0.076
24 H 0.098
25 H 0.110
26 H 0.115
27 H 0.072
28 H 0.102
29 H 0.094
30 H 0.082
31 H 0.092
32 H 0.105
33 H 0.103
34 H 0.098
35 H 0.086
36 N 0.150
37 C -0.263
38 C -0.038
39 C -0.099
40 C -0.072
41 C -0.176
42 C -0.029
43 C -0.057
44 C -0.147
45 N 0.129
46 C -0.171
47 H 0.089
48 H 0.037
49 H 0.109
50 H 0.098
51 H 0.100
52 H 0.112
53 H 0.098
54 H 0.091
55 Cl 0.644
56 C -1.594
57 Cl 0.584
58 Cl 0.634
59 C -0.391
60 N 0.133
61 C -0.054
62 C -0.490
63 C -0.030
64 C -0.021
65 C -0.426
66 O -0.006
67 C -0.119
68 C -0.133
69 C -0.237
70 C -0.028
71 C -0.088
72 C -0.687
73 Cl 0.659
74 C -0.120
75 C -0.050
76 C -0.041
77 N -0.108
78 C -0.246
79 N 0.037
80 C -0.224
81 N 0.129
82 H 0.085
83 H 0.078
84 H 0.084
85 H 0.084
86 H 0.085
87 H 0.066
88 H 0.094
89 H 0.054
90 H 0.087
91 H 0.085
92 H 0.112
93 H 0.102
94 H 0.115
95 H 0.121
96 H 0.114
97 H 0.110
98 H 0.109
99 H 0.119

***

[2]
This record from OMol25 describes a molecular structure, C45H44As2O2PdS2. The level of theory is ωB97M-V/def2-TZVPD.

The HOMO energy (alpha / beta) comes out at -5.894 / -7.777 eV. As for the energy above the lowest of the compared OMol25 structures with the same formula, charge and spin: 0.3728 eV. The largest force on an atom comes out at 0.21 eV Å⁻¹. As for the spin multiplicity: 3. The total charge is 0. For the gap between HOMO and LUMO (alpha / beta), the calculation gives 6.11 / 7.45 eV.

Atoms and positions in Å:
1 Pd -0.3316 -0.1326 -0.1020
2 C -3.5151 1.2976 2.4084
3 As -2.5294 0.7340 0.8099
4 C -3.7253 1.3765 -0.5874
5 C -2.8364 -1.1964 0.7696
6 C -4.2327 -1.6852 0.6123
7 C -4.5383 -3.0032 0.5054
8 C -3.6253 -4.0866 0.4621
9 C -2.2310 -4.0897 0.1996
10 C -1.4298 -3.0602 -0.2065
11 As 0.4080 -3.3430 -0.7422
12 C 0.5278 -5.3063 -0.8269
13 C 0.0998 -3.0898 -2.6715
14 H -4.4828 0.7943 2.4262
15 H -3.6644 2.3756 2.3963
16 H -2.9468 1.0305 3.2981
17 H -4.7717 1.2462 -0.3128
18 H -3.5113 0.8173 -1.4973
19 H -3.5128 2.4278 -0.7746
20 H -5.0513 -0.9720 0.6340
21 H -5.5896 -3.2739 0.4962
22 H -4.0653 -5.0698 0.5878
23 H -1.7835 -5.0775 0.2444
24 H -0.3033 -5.7312 -1.3901
25 H 0.5408 -5.7293 0.1771
26 H 1.4632 -5.5693 -1.3220
27 H -0.7087 -3.7440 -2.9969
28 H 1.0064 -3.3243 -3.2303
29 H -0.1710 -2.0505 -2.8543
30 C 7.4549 -3.7185 0.3443
31 C 6.2880 -2.7712 0.3095
32 C 6.4794 -1.4309 -0.0387
33 C 5.4227 -0.5420 -0.0530
34 C 4.1525 -0.9949 0.2819
35 C 3.9375 -2.3111 0.6441
36 C 5.0100 -3.1966 0.6466
37 S 2.7872 0.1603 0.3344
38 O 3.2692 1.3578 1.0683
39 C 2.7171 0.5133 -1.4317
40 C 2.5474 -0.6221 -2.2629
41 C 2.3343 -0.4655 -3.5944
42 C 2.2447 0.8271 -4.1667
43 C 1.9895 1.0014 -5.5471
44 C 1.8856 2.2523 -6.0830
45 C 2.0275 3.3846 -5.2568
46 C 2.2788 3.2463 -3.9210
47 C 2.4028 1.9610 -3.3378
48 C 2.6619 1.7847 -1.9366
49 C 2.8726 3.0252 -1.1279
50 C 4.1158 3.7152 -1.2404
51 C 5.1990 3.1891 -1.9877
52 C 6.3847 3.8629 -2.0649
53 C 6.5485 5.0989 -1.4052
54 C 5.5209 5.6299 -0.6805
55 C 4.2818 4.9533 -0.5783
56 C 3.2035 5.4896 0.1694
57 C 2.0307 4.8097 0.2828
58 C 1.8742 3.5614 -0.3598
59 S 0.3542 2.6070 -0.1855
60 O -0.6514 3.1853 -1.1120
61 C -0.0807 3.1493 1.4638
62 C -1.1868 3.9627 1.6155
63 C -1.5669 4.3517 2.8936
64 C -0.8580 3.9267 4.0120
65 C -1.2630 4.3621 5.3934
66 C 0.2499 3.0988 3.8250
67 C 0.6464 2.7045 2.5585
68 H 8.1268 -3.5448 -0.4965
69 H 7.1255 -4.7562 0.3099
70 H 8.0353 -3.5840 1.2593
71 H 7.4722 -1.0852 -0.3021
72 H 5.5751 0.5001 -0.3100
73 H 2.9413 -2.6480 0.9023
74 H 4.8448 -4.2320 0.9197
75 H 2.5979 -1.6099 -1.8232
76 H 2.2130 -1.3301 -4.2355
77 H 1.8714 0.1199 -6.1657
78 H 1.6858 2.3793 -7.1389
79 H 1.9288 4.3747 -5.6824
80 H 2.3694 4.1264 -3.2993
81 H 5.0795 2.2424 -2.4989
82 H 7.2049 3.4489 -2.6371
83 H 7.4924 5.6234 -1.4775
84 H 5.6362 6.5773 -0.1680
85 H 3.3300 6.4474 0.6593
86 H 1.2189 5.2184 0.8684
87 H -1.7355 4.2737 0.7341
88 H -2.4350 4.9883 3.0216
89 H -2.3156 4.6411 5.4276
90 H -0.6803 5.2292 5.7122
91 H -1.0953 3.5695 6.1227
92 H 0.8095 2.7553 4.6873
93 H 1.5169 2.0738 2.4139
94 C -1.8179 -1.6284 -0.3043
95 H -2.4402 -1.5432 1.7334
96 H -2.2313 -1.4386 -1.3056

Forces on the atoms, in the same order (eV/Å):
Pd 0.0 0.2 0.0
C 0.0 0.0 0.0
As 0.0 0.0 0.0
C 0.0 0.0 0.0
C 0.1 0.1 0.0
C -0.1 -0.1 0.0
C 0.0 0.0 0.0
C 0.0 0.0 0.0
C -0.1 0.0 0.0
C 0.1 0.0 0.0
As 0.0 0.0 0.0
C 0.0 0.0 0.0
C 0.0 0.0 0.0
H 0.0 0.0 0.0
H 0.0 0.0 0.0
H 0.0 0.0 0.0
H 0.0 0.0 0.0
H 0.0 0.0 0.0
H 0.0 0.0 0.0
H 0.0 0.0 0.0
H 0.0 0.0 0.0
H 0.0 0.0 0.0
H 0.0 0.0 0.0
H 0.0 0.0 0.0
H 0.0 0.0 0.0
H 0.0 0.0 0.0
H 0.0 0.0 0.0
H 0.0 0.0 0.0
H 0.0 0.0 0.0
C 0.0 0.0 0.0
C 0.0 0.0 0.0
C 0.0 0.0 0.0
C 0.0 0.0 0.0
C 0.0 0.0 0.0
C 0.0 0.0 0.0
C 0.0 0.0 0.0
S 0.0 -0.2 0.0
O 0.0 0.1 0.0
C 0.0 0.1 0.0
C 0.0 0.0 0.0
C 0.0 0.0 0.0
C 0.0 0.0 0.0
C 0.0 0.0 0.0
C 0.0 0.0 0.0
C 0.0 0.0 0.0
C 0.0 0.0 0.0
C 0.0 0.0 0.0
C 0.0 0.0 0.0
C -0.1 0.0 0.0
C 0.0 0.0 0.0
C 0.1 0.0 0.0
C 0.0 0.0 0.0
C 0.0 0.0 0.0
C 0.0 0.0 0.0
C 0.0 0.0 0.0
C 0.0 0.0 0.0
C 0.0 0.0 0.0
C 0.0 0.0 0.0
S 0.0 0.0 0.0
O 0.0 0.0 0.0
C 0.0 0.0 0.0
C 0.0 0.0 0.0
C 0.0 0.0 0.0
C 0.0 0.0 0.0
C 0.0 0.0 0.0
C 0.0 0.0 0.0
C 0.0 0.0 0.0
H 0.0 0.0 0.0
H 0.0 0.0 0.0
H 0.0 0.0 0.0
H 0.0 0.0 0.0
H 0.0 0.0 0.0
H 0.0 0.0 0.0
H 0.0 0.0 0.0
H 0.0 0.0 0.0
H 0.0 0.0 0.0
H 0.0 0.0 0.0
H 0.0 0.0 0.0
H 0.0 0.0 0.0
H 0.0 0.0 0.0
H 0.0 0.0 0.0
H 0.0 0.0 0.0
H 0.0 0.0 0.0
H 0.0 0.0 0.0
H 0.0 0.0 0.0
H 0.0 0.0 0.0
H 0.0 0.0 0.0
H 0.0 0.0 0.0
H 0.0 0.0 0.0
H 0.0 0.0 0.0
H 0.0 0.0 0.0
H 0.0 0.0 0.0
H 0.0 0.0 0.0
C -0.1 -0.1 0.0
H 0.0 0.0 0.0
H 0.0 0.0 0.0

The net atomic charges from Löwdin, expressed in e, are:
1 Pd 0.345
2 C -0.278
3 As 1.139
4 C -0.276
5 C -0.523
6 C -0.117
7 C -0.125
8 C -0.077
9 C -0.148
10 C -0.464
11 As 1.135
12 C -0.346
13 C -0.321
14 H 0.021
15 H 0.011
16 H 0.024
17 H 0.022
18 H 0.029
19 H 0.016
20 H 0.085
21 H 0.095
22 H 0.089
23 H 0.071
24 H 0.021
25 H 0.015
26 H 0.013
27 H 0.029
28 H 0.014
29 H 0.008
30 C -0.050
31 C -0.268
32 C -0.029
33 C -0.051
34 C -0.384
35 C -0.089
36 C -0.033
37 S 0.956
38 O -0.473
39 C -0.324
40 C -0.090
41 C -0.019
42 C -0.147
43 C -0.030
44 C -0.074
45 C -0.063
46 C 0.001
47 C -0.093
48 C -0.152
49 C -0.165
50 C -0.105
51 C -0.012
52 C -0.069
53 C -0.076
54 C -0.030
55 C -0.147
56 C -0.007
57 C -0.035
58 C -0.276
59 S 0.900
60 O -0.486
61 C -0.432
62 C -0.097
63 C -0.048
64 C -0.272
65 C -0.050
66 C -0.025
67 C -0.059
68 H 0.079
69 H 0.076
70 H 0.086
71 H 0.116
72 H 0.114
73 H 0.067
74 H 0.113
75 H 0.073
76 H 0.112
77 H 0.113
78 H 0.104
79 H 0.106
80 H 0.122
81 H 0.119
82 H 0.103
83 H 0.103
84 H 0.113
85 H 0.116
86 H 0.114
87 H 0.111
88 H 0.115
89 H 0.075
90 H 0.084
91 H 0.078
92 H 0.117
93 H 0.093
94 C -0.426
95 H 0.111
96 H 0.086

***

Which of these has the lowest total charge? C45H43Cl4CsN11O2

***

Among the records above, which one has the highest total charge? C45H44As2O2PdS2